122
Properties=species:S:1:pos:R:3 method="wB97M-V/def2-TZVPD" multiplicity=1 energy_ev=-89981.607 charge=+1 e_lumo_ha=-0.15315 orbital_gap_ev=6.52
C -5.2738 -0.1092 0.1645
C -4.8577 -0.5529 -1.2628
P -3.6349 0.5952 -2.0620
C -2.7604 -0.4991 -3.2424
O -2.5633 1.0173 -0.7456
C -1.7013 1.9943 -1.0636
O -1.9625 3.0172 -1.6502
C -0.2916 1.7310 -0.5664
C 0.4093 0.7361 -1.2570
C 1.6569 0.4546 -0.8168
N 2.1690 1.1249 0.2194
C 1.5050 2.0880 0.9011
C 2.1276 2.7786 2.0982
C 2.0236 1.9121 3.4063
C 1.5502 0.4786 3.1984
O 1.4550 -0.1805 4.4865
C 0.6367 -1.2790 4.4544
C 0.6815 -2.2672 3.2854
O -0.1415 -1.4833 5.3499
C 0.2286 2.4199 0.5153
H -6.2592 0.3642 0.1512
H -5.2802 -1.0002 0.8010
H -4.5818 0.5976 0.6365
H -5.7080 -0.6763 -1.9372
H -4.3315 -1.5139 -1.1653
H -2.2637 -1.3534 -2.7510
H -3.4939 -0.9290 -3.9352
H -2.0196 0.0260 -3.8545
H -0.0631 0.2053 -2.0785
H 2.2568 -0.3214 -1.2813
H 3.1045 0.9096 0.5486
H 3.1724 2.9982 1.8494
H 1.5449 3.6857 2.2611
H 3.0251 1.8854 3.8477
H 1.3395 2.4176 4.0950
H 0.5602 0.3986 2.7290
H 2.3023 -0.0856 2.6234
H -0.1365 -1.9728 2.6119
H 1.6294 -2.2018 2.7384
H 0.4573 -3.2806 3.6197
H -0.3755 3.1707 1.0413
O 2.7382 3.6429 -1.5221
H 2.7738 2.8343 -1.0153
H 2.5659 3.3702 -2.4350
O 2.8981 1.3417 6.7383
H 2.4395 0.7359 6.1445
H 3.8078 1.0277 6.7496
O -0.6307 -2.1211 -4.6785
H -1.0482 -2.7016 -5.3247
H 0.2861 -2.4112 -4.6619
O 5.1202 3.4888 3.3983
H 5.9359 3.5029 2.8769
H 5.1682 4.2919 3.9297
O 2.8311 1.0747 -3.4605
H 2.3734 0.5516 -4.1290
H 3.7321 0.7315 -3.4753
O 0.5874 -4.6488 -3.5710
H 0.6917 -4.5842 -2.6128
H -0.1231 -5.2892 -3.6851
O 3.7749 -3.4686 3.8996
H 4.6191 -3.1568 4.2431
H 3.1518 -2.7815 4.1522
O -0.7270 5.4706 -0.6039
H -1.2310 4.9728 -1.2633
H 0.1569 5.0851 -0.6483
O -0.2305 4.9263 2.4666
H -0.4599 5.6809 3.0241
H -0.0329 5.3264 1.6108
O -5.2439 -1.9165 -5.1406
H -5.9641 -1.3590 -5.4698
H -5.6433 -2.7924 -5.0269
O -1.8735 8.2356 -0.6614
H -1.2819 8.8262 -1.1370
H -1.4557 7.3679 -0.7323
O -7.5569 -1.0686 -6.6667
H -7.4510 -1.4042 -7.5629
H -7.6253 -0.1139 -6.7777
O -1.9765 -1.4753 1.0969
H -2.1730 -0.7288 1.6733
H -1.8303 -1.0722 0.2339
O 3.1495 -3.6543 -2.1269
H 2.7446 -4.2502 -2.7666
H 4.0695 -3.9322 -2.1109
O -5.4977 1.8757 -4.5572
H -4.6437 2.1553 -4.2095
H -6.1067 2.5601 -4.2617
O -0.9968 -2.3473 8.1311
H -1.7598 -1.7689 8.2177
H -0.6183 -2.1142 7.2755
O 7.0075 2.4749 5.5549
H 6.2109 2.8408 5.1527
H 6.7515 1.5842 5.8223
O -0.6963 4.7481 5.5426
H -0.6417 3.9276 6.0436
H -0.8518 4.4620 4.6368
O -5.6749 -4.3503 -3.7339
H -5.1866 -4.3073 -2.9013
H -6.4909 -4.8045 -3.5005
O 7.9432 -0.3631 6.6869
H 8.6788 0.1913 6.4038
H 8.3614 -1.1564 7.0350
O 7.6334 4.5395 1.4752
H 8.4448 4.5492 0.9579
H 7.6852 5.3416 2.0057
O -0.2827 -4.1063 0.4177
H 0.5799 -3.8391 0.7499
H -0.8888 -3.4240 0.7350
O 1.3314 4.5918 -3.9588
H 0.4373 4.6744 -3.6111
H 1.2193 4.0872 -4.7719
O -6.3985 -6.6685 -2.0467
H -5.9657 -7.4508 -2.4032
H -7.2520 -6.9914 -1.7389
O 0.2477 -4.2837 -6.6978
H 0.3521 -4.2307 -5.7393
H -0.4647 -4.9199 -6.8230
O 3.2999 -6.3305 -2.8177
H 3.3933 -7.1326 -2.2934
H 3.1464 -6.6505 -3.7137
O -3.5554 -4.0064 -1.3257
H -2.8635 -3.4368 -1.6789
H -3.0801 -4.7769 -0.9954

=====

33
Properties=species:S:1:pos:R:3 method="wB97M-V/def2-TZVPD" relative_energy_kcal_mol=129.2 multiplicity=2 energy_ev=-52089.353 s_squared=0.80 charge=+1 e_lumo_ha="-0.22197 / -0.22127" orbital_gap_ev="5.84 / 5.98"
Ir 0.5636 0.1080 0.1125
C -2.5602 -0.8547 -2.7230
C -1.6682 -0.8431 -1.5389
O -0.7038 -0.0575 -1.5210
C -1.0908 -3.3578 -0.4954
C -1.5535 -4.7385 -0.4672
C -1.2707 -5.5108 0.6021
C -0.5317 -4.9907 1.7123
C -0.1950 -3.6574 1.8476
C -0.5165 -2.8666 0.7730
O -0.7520 -1.5618 0.7390
H -2.5570 0.1084 -3.2306
H -3.5695 -1.1525 -2.4423
H -2.1637 -1.6056 -3.4168
H -2.0395 -5.1474 -1.3454
H -1.5678 -6.5500 0.6096
H -0.2731 -5.6683 2.5184
H 0.2044 -3.2511 2.7674
F -0.2264 -3.1528 -1.5760
B -1.9086 -1.8531 -0.2989
F -3.1300 -1.8586 0.2728
F 6.4453 3.6054 0.2757
C 5.1718 3.2531 0.2950
C 4.4122 3.3542 -0.8581
F 4.9691 3.7928 -1.9793
C 3.0798 2.9992 -0.8273
F 2.3658 3.1020 -1.9441
C 2.4791 2.5340 0.3398
S 0.7316 2.3009 0.4258
C 3.2773 2.4108 1.4758
F 2.7602 1.9336 2.6072
C 4.6087 2.7707 1.4640
F 5.3511 2.6546 2.5578

=====

33
Properties=species:S:1:pos:R:3 method="wB97M-V/def2-TZVPD" multiplicity=2 energy_ev=-55757.467 s_squared=0.76 charge=-1 e_lumo_ha="0.06845 / 0.00648" orbital_gap_ev="7.46 / 6.57"
Hg -0.7978 0.7596 -0.4942
O 0.5464 0.0062 3.8104
C 0.8537 -0.2440 2.6446
O 0.1680 -0.0344 1.5935
C 2.2206 -0.8966 2.4176
C 2.6734 -1.2061 1.1382
C 3.9120 -1.7997 0.9469
C 4.6862 -2.0770 2.0583
C 4.2682 -1.7783 3.3423
C 3.0285 -1.1855 3.5126
N 6.0055 -2.7182 1.8694
O 6.6774 -2.9486 2.8579
O 6.3542 -2.9859 0.7351
H 2.0373 -0.9733 0.2955
H 4.2757 -2.0452 -0.0398
H 4.9098 -2.0120 4.1790
H 2.6591 -0.9321 4.4971
O 0.6988 1.5177 -6.8416
S -0.3515 0.8506 -6.1293
O -1.7091 1.2284 -6.3972
N -0.0460 0.9138 -4.5044
C 0.1907 -0.2646 -4.0262
S 0.6464 -0.6175 -2.4045
C 0.0833 -1.3960 -5.0171
C 0.1828 -2.7594 -4.8075
C 0.0280 -3.6023 -5.9025
C -0.2148 -3.0894 -7.1748
C -0.3373 -1.7201 -7.3775
C -0.1854 -0.9018 -6.2766
H 0.3696 -3.1481 -3.8147
H 0.0947 -4.6738 -5.7632
H -0.3150 -3.7660 -8.0144
H -0.5470 -1.3077 -8.3560